w:
104
Properties=species:S:1:pos:R:3:mulliken_charge:R:1 method="wB97M-V/def2-TZVPD" gap_ev=10.7 total_charge=0 mol_weight_g_mol=816.712 homo_ev=-10.6
C 1.14 36.61 -20.29 -1.295
C 2.01 35.93 -19.15 0.320
C 2.62 36.95 -18.26 -0.407
O 1.95 36.73 -17.01 -0.331
C 0.98 35.73 -17.15 0.671
O 0.27 35.33 -16.25 -0.559
O 1.11 35.18 -18.30 -0.347
H 0.46 37.35 -19.85 0.314
H 0.57 35.97 -20.96 0.360
H 1.87 37.04 -20.98 0.390
H 2.79 35.27 -19.54 0.278
H 2.57 37.86 -18.86 0.295
H 3.66 36.79 -17.96 0.309
C 13.69 32.35 -9.28 -1.185
C 14.51 31.55 -8.12 0.300
C 15.99 31.42 -8.41 -0.397
O 16.54 32.43 -7.69 -0.305
C 15.68 32.94 -6.90 0.674
O 15.96 33.63 -5.92 -0.594
O 14.49 32.42 -7.11 -0.336
H 12.63 32.45 -9.05 0.324
H 13.89 31.98 -10.28 0.354
H 14.21 33.30 -9.27 0.324
H 14.03 30.59 -7.92 0.289
H 16.26 31.48 -9.46 0.277
H 16.33 30.46 -8.01 0.275
C 5.89 42.54 -1.27 -1.225
C 5.59 42.91 -2.79 0.263
C 6.20 44.11 -3.58 -0.383
O 6.84 43.37 -4.69 -0.324
C 6.69 42.05 -4.63 0.703
O 7.26 41.16 -5.30 -0.590
O 5.92 41.70 -3.61 -0.338
H 6.97 42.40 -1.22 0.347
H 5.32 41.72 -0.85 0.316
H 5.80 43.43 -0.64 0.373
H 4.56 43.22 -3.00 0.250
H 6.80 44.56 -2.79 0.295
H 5.37 44.69 -3.98 0.313
C 7.78 28.94 -8.11 -1.200
C 8.38 28.17 -9.34 0.343
C 8.24 26.68 -9.39 -0.506
O 7.26 26.48 -10.36 -0.310
C 6.91 27.54 -10.91 0.694
O 6.04 27.62 -11.71 -0.563
O 7.58 28.58 -10.41 -0.361
H 8.46 29.20 -7.30 0.350
H 7.03 28.25 -7.71 0.318
H 7.49 29.92 -8.50 0.295
H 9.37 28.52 -9.64 0.373
H 7.63 26.28 -8.58 0.298
H 9.21 26.20 -9.54 0.268
C 8.10 35.84 -10.65 -1.270
C 7.70 36.00 -12.12 0.382
C 8.32 37.26 -12.81 -0.456
O 8.42 36.77 -14.17 -0.333
C 8.50 35.42 -14.23 0.694
O 8.98 34.80 -15.14 -0.545
O 8.25 34.98 -13.02 -0.365
H 7.87 34.80 -10.44 0.314
H 7.55 36.51 -10.00 0.373
H 9.16 36.01 -10.44 0.347
H 6.63 36.13 -12.24 0.272
H 9.21 37.48 -12.22 0.292
H 7.62 38.09 -12.88 0.296
C 2.13 40.62 -12.44 -1.378
C 0.98 41.29 -13.31 0.379
C -0.31 40.44 -13.56 -0.310
O -1.25 41.37 -13.17 -0.364
C -0.70 42.49 -12.51 0.644
O -1.28 43.40 -12.01 -0.519
O 0.61 42.31 -12.41 -0.320
H 2.98 41.26 -12.20 0.323
H 2.52 39.81 -13.05 0.395
H 1.79 40.07 -11.57 0.351
H 1.51 41.45 -14.25 0.232
H -0.46 39.67 -12.81 0.282
H -0.29 40.08 -14.58 0.288
C 8.94 32.21 -22.62 -1.334
C 8.59 32.18 -24.09 0.367
C 9.71 31.97 -25.17 -0.473
O 9.42 30.82 -25.85 -0.286
C 8.39 30.24 -25.37 0.653
O 7.77 29.30 -25.85 -0.563
O 7.90 30.96 -24.29 -0.359
H 8.19 32.07 -21.84 0.351
H 9.18 33.24 -22.39 0.388
H 9.82 31.64 -22.32 0.319
H 7.92 32.96 -24.45 0.304
H 10.61 31.80 -24.58 0.292
H 9.92 32.93 -25.65 0.340
C 10.47 41.16 -17.99 -1.269
C 9.34 41.55 -19.07 0.318
C 9.77 41.62 -20.54 -0.402
O 9.41 40.29 -21.01 -0.328
C 8.47 39.81 -20.20 0.627
O 7.79 38.80 -20.42 -0.603
O 8.31 40.60 -19.18 -0.317
H 11.41 41.63 -18.24 0.335
H 10.75 40.11 -18.03 0.350
H 10.21 41.39 -16.95 0.333
H 9.11 42.56 -18.76 0.307
H 10.79 41.98 -20.68 0.354
H 9.02 42.35 -20.85 0.295

x:
104
Properties=species:S:1:pos:R:3:mulliken_charge:R:1 method="wB97M-V/def2-TZVPD" gap_ev=10.0 total_charge=0 mol_weight_g_mol=816.712 homo_ev=-10.0
C -2.05 -2.52 -3.98 -1.670
C -0.74 -2.82 -4.78 1.151
C 0.40 -3.81 -4.09 -0.432
O 0.70 -4.56 -5.23 -0.415
C -0.17 -4.41 -6.22 0.498
O -0.04 -4.95 -7.34 -0.629
O -1.12 -3.58 -5.90 -0.414
H -2.71 -1.98 -4.63 0.481
H -1.82 -1.96 -3.04 0.211
H -2.56 -3.41 -3.73 0.465
H -0.42 -1.78 -5.07 -0.135
H -0.25 -4.34 -3.57 0.654
H 1.29 -3.49 -3.58 0.204
C 3.43 -2.07 0.11 -1.278
C 2.09 -2.09 0.89 0.196
C 1.25 -0.72 0.99 -0.340
O 0.28 -0.89 -0.09 0.660
C 0.30 -2.11 -0.46 -0.295
O -0.38 -2.55 -1.34 -0.350
O 1.12 -2.91 0.18 -0.346
H 3.84 -3.03 -0.09 0.413
H 4.12 -1.43 0.68 0.376
H 3.20 -1.57 -0.71 0.122
H 2.29 -2.52 1.94 0.327
H 1.80 0.19 0.96 0.532
H 1.02 -0.50 1.95 0.145
C 1.78 3.64 -1.80 -1.368
C 0.57 3.11 -2.37 0.906
C 0.09 1.62 -2.02 0.397
O -1.21 1.92 -1.45 -0.169
C -1.49 3.25 -1.62 0.434
O -2.55 3.65 -1.24 -0.607
O -0.54 3.98 -2.10 -0.386
H 1.72 4.75 -1.81 0.446
H 2.70 3.39 -2.35 0.310
H 1.83 3.50 -0.71 0.194
H 0.63 3.23 -3.48 0.059
H 0.85 1.17 -1.18 -0.257
H -0.07 0.94 -2.82 -0.038
C 0.17 6.30 1.00 -1.083
C 0.29 5.77 2.52 0.129
C -0.91 4.94 2.99 -0.393
O -0.52 3.64 2.60 -0.047
C 0.82 3.49 2.51 0.565
O 1.46 2.50 2.43 -0.530
O 1.33 4.84 2.45 -0.388
H 0.08 5.58 0.05 0.051
H 1.03 6.88 0.80 0.431
H -0.74 7.02 0.96 0.348
H 0.69 6.58 3.08 0.346
H -1.90 5.21 2.47 0.328
H -0.81 4.92 4.12 0.285
C 4.43 1.69 -6.43 -1.629
C 3.04 1.46 -5.84 0.648
C 2.40 0.20 -6.44 -0.699
O 1.76 -0.40 -5.37 -0.184
C 2.37 0.06 -4.26 0.465
O 2.18 -0.44 -3.23 -0.411
O 3.11 1.10 -4.53 -0.346
H 4.74 2.50 -6.04 0.559
H 4.43 1.75 -7.60 0.316
H 5.16 0.89 -6.05 0.324
H 2.41 2.39 -6.02 0.229
H 3.04 -0.52 -6.98 0.332
H 1.63 0.53 -7.14 0.330
C -1.56 -5.48 0.77 -1.514
C -1.91 -4.66 2.06 0.095
C -1.54 -5.54 3.32 -0.465
O -0.89 -4.63 4.20 -0.281
C -0.52 -3.64 3.38 0.267
O 0.20 -2.67 3.84 -0.635
O -1.08 -3.59 2.20 0.164
H -2.17 -6.26 0.82 0.634
H -0.48 -5.61 0.81 0.437
H -1.89 -4.77 0.04 0.174
H -2.90 -4.31 2.08 0.567
H -0.73 -6.35 2.90 0.266
H -2.47 -6.10 3.81 0.292
C 0.05 0.65 5.20 -0.772
C -0.49 0.79 6.63 -0.065
C 0.52 0.46 7.66 -0.439
O 0.35 1.52 8.68 -0.317
C -0.31 2.49 7.95 0.602
O -0.43 3.68 8.51 -0.656
O -0.72 2.14 6.80 -0.260
H 0.84 1.36 4.78 0.213
H -0.91 0.88 4.63 0.081
H 0.57 -0.45 4.91 0.214
H -1.29 0.33 6.78 0.740
H 1.48 0.34 7.38 0.379
H 0.00 -0.48 8.22 0.260
C -2.31 0.89 1.63 -1.052
C -3.39 0.53 0.57 0.780
C -2.97 -0.75 -0.19 0.445
O -4.06 -1.64 0.00 -0.431
C -4.84 -1.17 0.95 0.528
O -5.77 -1.80 1.48 -0.651
O -4.54 0.08 1.22 -0.425
H -2.66 1.77 2.26 0.277
H -1.35 1.06 1.19 0.145
H -2.15 0.13 2.43 0.305
H -3.72 1.38 0.05 0.241
H -2.04 -1.12 0.25 -0.508
H -2.75 -0.63 -1.13 0.336

y:
104
Properties=species:S:1:pos:R:3:mulliken_charge:R:1 method="wB97M-V/def2-TZVPD" gap_ev=9.7 total_charge=0 mol_weight_g_mol=816.712 homo_ev=-9.9
C -0.27 -0.30 0.07 0.190
C -1.07 0.99 0.35 0.630
C -1.34 1.86 -0.85 0.518
O -2.73 2.06 -0.87 -0.345
C -3.34 1.47 0.03 0.447
O -4.53 1.48 0.22 -0.653
O -2.39 0.69 0.80 -0.422
H 0.69 -0.14 -0.41 0.028
H -0.84 -1.02 -0.52 -0.070
H -0.10 -0.71 1.07 -0.433
H -0.63 1.62 1.12 0.212
H -0.93 1.30 -1.69 -0.283
H -0.86 2.81 -0.60 0.089
C 0.55 -4.92 1.78 -1.718
C -0.09 -3.69 1.25 1.558
C -0.67 -3.93 -0.10 0.172
O -1.91 -3.26 0.04 -0.355
C -2.22 -3.13 1.34 0.530
O -3.41 -2.98 1.76 -0.671
O -1.14 -3.32 2.10 -0.401
H 1.56 -5.19 1.47 0.154
H 0.00 -5.85 1.65 0.493
H 0.75 -4.77 2.84 0.351
H 0.64 -2.88 1.19 -0.115
H -0.93 -4.97 -0.29 0.494
H -0.03 -3.53 -0.89 -0.484
C 6.63 -3.22 0.77 -1.366
C 5.29 -3.62 0.14 0.415
C 4.10 -3.93 1.03 -0.717
O 3.01 -3.27 0.43 0.238
C 3.41 -2.45 -0.49 0.251
O 2.67 -1.65 -1.11 -0.523
O 4.77 -2.62 -0.70 -0.369
H 7.40 -3.37 0.02 0.370
H 6.82 -3.71 1.73 0.360
H 6.57 -2.14 0.95 0.299
H 5.51 -4.52 -0.44 0.292
H 4.16 -3.56 2.05 0.295
H 4.12 -5.02 1.07 0.409
C -9.82 2.12 1.82 -1.337
C -8.43 2.73 1.47 0.329
C -7.88 2.37 0.11 -0.255
O -7.30 3.57 -0.22 -0.303
C -7.84 4.59 0.48 0.666
O -7.55 5.79 0.40 -0.619
O -8.67 4.10 1.36 -0.321
H -10.17 2.24 2.84 0.350
H -9.78 1.03 1.79 0.389
H -10.53 2.44 1.05 0.318
H -7.71 2.76 2.30 0.309
H -8.63 2.20 -0.66 0.260
H -7.09 1.62 0.10 0.235
C 3.74 0.74 2.00 -1.104
C 3.65 2.06 1.27 0.466
C 3.34 1.97 -0.19 -0.156
O 2.13 2.70 -0.29 -0.045
C 1.70 3.07 0.89 0.457
O 0.66 3.67 1.11 -0.627
O 2.52 2.70 1.75 -0.373
H 4.28 0.88 2.94 0.485
H 4.34 -0.02 1.50 0.142
H 2.79 0.29 2.27 0.117
H 4.54 2.66 1.44 0.326
H 3.19 0.97 -0.61 -0.055
H 4.17 2.40 -0.75 0.405
C 1.33 -2.99 -4.23 -1.788
C 0.40 -2.09 -3.45 2.758
C 0.47 -0.66 -3.77 0.035
O -0.87 -0.23 -3.73 -0.299
C -1.68 -1.30 -3.77 0.553
O -2.91 -1.29 -3.85 -0.608
O -0.90 -2.35 -3.87 -0.448
H 1.29 -4.01 -3.85 0.409
H 2.32 -2.57 -4.09 0.382
H 1.00 -3.18 -5.25 0.396
H 0.45 -2.25 -2.37 -1.454
H 0.98 -0.42 -4.70 0.239
H 1.00 -0.20 -2.94 -0.042
C -1.45 0.28 4.55 -1.391
C 0.09 0.14 4.55 0.535
C 0.66 -0.24 5.91 -0.428
O 1.30 -1.49 5.59 -0.403
C 1.22 -1.81 4.26 0.319
O 1.95 -2.60 3.65 -0.557
O 0.44 -0.92 3.66 0.083
H -1.82 0.56 3.56 0.220
H -1.75 0.92 5.38 0.459
H -1.93 -0.70 4.67 0.383
H 0.61 1.04 4.20 0.114
H -0.18 -0.26 6.60 0.336
H 1.41 0.49 6.20 0.296
C 0.77 3.11 -3.73 -1.255
C 2.24 3.68 -3.85 0.700
C 3.02 3.31 -5.07 -0.363
O 3.55 4.55 -5.59 -0.353
C 2.95 5.56 -4.95 0.657
O 2.94 6.76 -5.28 -0.588
O 2.05 5.04 -4.10 -0.375
H 0.06 3.67 -3.13 0.376
H 0.74 2.07 -3.41 0.003
H 0.34 3.12 -4.73 0.533
H 2.85 3.59 -2.96 0.043
H 2.45 2.82 -5.86 0.267
H 3.78 2.62 -4.70 0.322

Least stable of them? x.